Computed, not measured: a molecular structure, CH8N2P in a non-equilibrium geometry, with ωB97M-V with the def2-TZVPD basis set.

Geometry as XYZ:
```
12
Properties=species:S:1:pos:R:3
H -1.2969 2.4588 -0.0819
H -0.1332 -0.9381 1.6801
H -0.1468 -2.4392 0.9137
H 0.7569 0.9170 -1.7791
H -1.2817 -1.2443 0.4891
N -0.5786 1.8018 -0.0679
H 1.3857 -0.0784 0.4157
P -0.4518 0.5784 -1.2724
N -0.2927 -1.3299 0.7637
H 0.1997 2.3994 0.0819
H 1.2787 -1.5210 -0.9437
C 0.5606 -0.6046 -0.1991
```

E_HOMO = -14.2 eV
net charge = +1
2S+1 = 1

Computed, not measured: 2 unconnected molecules or ions with the total composition CH8N2S2 in a non-equilibrium geometry, with ωB97M-V with the def2-TZVPD basis set.

Geometry as XYZ:
```
13
Properties=species:S:1:pos:R:3
H 0.2112 -1.2427 1.9616
N -1.8052 -0.7776 1.7483
N 0.0231 -0.1578 0.1935
H -2.0007 0.2103 1.6298
S 0.9310 2.2719 -2.6302
H -0.6286 0.5586 -0.0931
H -0.4378 -2.1104 0.7439
H 0.9316 0.1479 0.5021
C -0.5384 -1.0841 1.1719
H -2.5384 -1.2479 1.2286
S 1.2885 0.2527 -2.3263
H 2.6031 0.4953 -2.2511
H 1.9604 2.6839 -1.8790
```

E_HOMO (spin up / spin down) = -13.8 / -12.9 eV
net charge = +1
2S+1 = 2

Computed, not measured: 2 unconnected molecules or ions with the total composition CH8N3O in a non-equilibrium geometry, with ωB97M-V with the def2-TZVPD basis set.

Geometry as XYZ:
```
13
Properties=species:S:1:pos:R:3
O -1.6905 0.9138 -0.7907
H 1.2659 -1.3442 -1.2506
H -1.5754 0.8704 -1.7425
H 0.8990 -2.3083 0.1087
H 1.9665 0.7972 -0.6307
H -0.8090 -0.9808 1.6778
N 1.0318 0.8293 -0.2586
N -0.2548 -0.2084 1.3456
C 0.5251 -0.2883 0.2939
H -2.6099 0.8047 -0.5435
H 0.6887 1.7357 0.0141
H -0.3772 0.6629 1.8329
N 0.8107 -1.4186 -0.3567
```

E_HOMO = -15.4 eV
net charge = +1
2S+1 = 1

Computed, not measured: a molecular structure, CH8N3O in a non-equilibrium geometry, with ωB97M-V with the def2-TZVPD basis set.

Geometry as XYZ:
```
13
Properties=species:S:1:pos:R:3
H 0.8999 0.1524 2.9320
C -0.2586 -0.2655 -0.7957
H -0.3932 -1.6107 0.7271
O 0.4462 -1.0173 -1.4753
H -1.1561 1.5712 -0.4984
H -0.3131 1.3893 -1.9947
H -1.6269 -0.4189 0.7322
H 0.7444 1.6087 2.1035
N -0.6087 1.0010 -1.1141
H 1.9443 0.4213 1.6325
N -0.6837 -0.6533 0.5130
H 0.0994 0.0643 1.2374
N 0.9758 0.5886 1.9875
```

E_HOMO = -14.9 eV
net charge = +1
2S+1 = 1

Computed, not measured: a gas-phase ion, CH8N3P2 (charge +1) in a non-equilibrium geometry, with ωB97M-V with the def2-TZVPD basis set.

Geometry as XYZ:
```
14
Properties=species:S:1:pos:R:3
N 0.9220 -0.9121 -1.5622
P 2.4773 0.5445 0.9122
H 1.8911 0.6129 2.2990
H 2.2947 1.8907 0.8304
N 0.8062 0.4675 0.4321
H -2.9361 0.8933 -0.4312
H 1.9037 -0.6945 -1.7615
H -2.8733 -0.9732 0.9114
H 0.3733 -1.4519 -2.1854
P -2.1291 0.3213 0.6951
C 0.2823 -0.3535 -0.5016
H -1.5789 -1.3404 -1.0197
H 0.1280 0.7905 1.1430
N -1.1717 -0.5019 -0.5007
```

E_HOMO = -14.1 eV
SMILES string = N/C(NP)=[NH+]/P
net charge = +1
2S+1 = 1

Computed, not measured: a molecular structure, CH8N4P in a non-equilibrium geometry, with ωB97M-V with the def2-TZVPD basis set.

Geometry as XYZ:
```
14
Properties=species:S:1:pos:R:3
H 2.8538 -0.9129 1.2713
N -0.1309 -0.5611 -0.1524
N -1.0460 1.4797 0.2038
H -3.2906 -0.0098 0.1958
H 3.2326 -1.2047 -0.2925
H -1.8257 2.0480 0.5876
N -2.3840 -0.3777 -0.0465
N 2.6739 -0.6391 0.2858
H -2.4305 -1.3430 -0.2856
H 2.0976 0.2789 -1.4375
P 1.7683 0.6273 -0.1752
H -0.1892 -1.4768 -0.4138
C -1.2117 0.1964 -0.0812
H -0.1176 1.8947 0.3403
```

E_HOMO = -14.1 eV
net charge = +1
2S+1 = 1

Computed, not measured: 2 unconnected molecules or ions with the total composition CH8N5 in a non-equilibrium geometry, with ωB97M-V with the def2-TZVPD basis set.

Geometry as XYZ:
```
14
Properties=species:S:1:pos:R:3
N 0.9382 1.3042 0.0761
H -2.0041 0.2379 -1.4439
H -0.0622 1.4281 -0.0473
H -2.9777 -1.1028 0.1983
N -2.6747 -0.1744 0.3019
N -1.7899 0.4471 -0.3879
H -2.4551 0.2435 1.2523
N 2.2944 -0.5118 0.1908
N 0.0867 -0.7473 -0.3753
H 3.0907 0.0038 0.5088
H 0.3704 -1.6578 -0.4933
H 1.5941 2.0485 0.1515
C 1.1012 -0.0165 -0.1088
H 2.4879 -1.5024 0.1768
```

E_HOMO = -13.6 eV
net charge = +1
2S+1 = 1

Computed, not measured: a gas-phase ion, CH8N5 (charge +1) in a non-equilibrium geometry, with ωB97M-V with the def2-TZVPD basis set.

Geometry as XYZ:
```
14
Properties=species:S:1:pos:R:3
H -0.9596 1.1554 1.9101
H -2.3805 0.0490 -0.4058
N -1.3993 -0.1993 -0.7994
H 0.7523 0.1402 -2.0216
N -0.5624 -0.0057 0.4505
N 1.6525 -0.7875 0.8546
C 1.0645 -0.2191 -0.1655
H -0.0884 1.9678 0.6858
H -1.2311 -1.1861 -0.8924
H 1.0845 -1.1097 1.5906
H 2.5418 -1.2487 0.7799
N -0.7884 1.2293 0.8967
N 1.4397 -0.0686 -1.3247
H -1.1256 0.2831 -1.5586
```

E_HOMO = -14.2 eV
SMILES string = [H]/N=C(/N)N(N)[NH3+]
net charge = +1
2S+1 = 1

Computed, not measured: 2 unconnected molecules or ions with the total composition CH8N6 in a non-equilibrium geometry, with ωB97M-V with the def2-TZVPD basis set.

Geometry as XYZ:
```
15
Properties=species:S:1:pos:R:3
N 1.2827 -1.6211 0.7690
N 0.5439 0.4254 -0.0115
N 1.8728 -0.9794 -1.3843
H 0.9581 -1.3031 1.6683
N -1.9112 1.0191 -0.9141
N -2.0431 1.2544 1.2917
H 1.9469 -1.9675 -1.5811
N -2.1629 0.5180 0.2039
H 1.6005 -0.4377 -2.1913
H -1.8926 2.0597 -0.9335
C 1.1738 -0.6545 -0.2211
H -1.5698 2.1592 1.2284
H -0.1188 0.9103 -0.8583
H -1.8392 0.7361 2.1309
H 2.1589 -2.1188 0.8031
```

E_HOMO = -8.7 eV
SMILES string = [H]/N=N\N.N=C(N)N
2S+1 = 1

Computed, not measured: 3 unconnected molecules or ions with the total composition CH8NO2 in a non-equilibrium geometry, with ωB97M-V with the def2-TZVPD basis set.

Geometry as XYZ:
```
12
Properties=species:S:1:pos:R:3
H 0.2573 -2.0437 1.8714
H 0.9363 -0.4302 -1.0690
H -2.6162 1.0446 -1.8456
H -2.1303 -0.3048 -2.3982
H 1.8169 1.2668 0.6315
O -1.8570 0.4561 -1.8654
H -0.0578 0.9757 1.1005
H -0.5309 0.4796 -1.0683
H 1.5482 -1.9975 2.6038
C 0.7918 0.9742 0.4161
N 0.4771 0.3970 -0.6919
O 0.9174 -1.4195 2.1921
```

E_HOMO = -15.6 eV
net charge = +1
2S+1 = 1

| no. | E (eV) |
| --- | --- |
| 1 | -13427.52915 |
| 2 | -25808.25205 |
| 3 | -7679.28875 |
| 4 | -7678.72201 |
| 5 | -24207.13444 |
| 6 | -16409.65563 |
| 7 | -8608.11069 |
| 8 | -8607.45524 |
| 9 | -10104.79140 |
| 10 | -6743.78040 |